Entry 1:
{
  "formula": "C10H21N2",
  "method": "ωB97M-V/def2-TZVPD",
  "relative_energy_ev": 3.475,
  "multiplicity": 1,
  "smiles": "CCCC[N@+]1(C)[C@@H]2[C@@H](C)C[C@@]21N",
  "charge": 1,
  "symbols": ["C", "C", "C", "C", "C", "C", "C", "C", "C", "C", "N", "N", "H", "H", "H", "H", "H", "H", "H", "H", "H", "H", "H", "H", "H", "H", "H", "H", "H", "H", "H", "H", "H"],
  "positions_angstrom": [[-2.058, 0.598, 1.258], [-1.594, 1.571, 0.174], [-1.221, 0.467, -0.804], [-1.958, -0.610, 0.364], [-2.485, 2.555, -0.586], [4.317, 0.065, -0.034], [-0.317, -1.801, -1.129], [2.855, 0.400, -0.026], [2.089, -0.865, 0.276], [0.597, -0.534, 0.758], [-2.676, -1.729, 0.186], [-0.549, -0.687, -0.186], [-1.640, 0.509, 2.281], [-3.074, 0.924, 1.374], [-0.733, 2.341, 0.411], [-1.249, 0.423, -1.831], [-1.812, 3.075, -1.290], [-2.918, 3.235, 0.221], [-3.277, 1.930, -0.944], [4.519, -0.797, 0.527], [4.781, 0.847, 0.455], [4.783, -0.137, -0.997], [-1.188, -2.470, -1.209], [-0.048, -1.298, -2.154], [0.543, -2.286, -0.659], [2.661, 1.372, 0.527], [2.540, 0.746, -1.032], [2.112, -1.442, -0.662], [2.581, -1.483, 1.092], [0.259, -1.320, 1.445], [0.412, 0.458, 1.246], [-3.600, -1.891, -0.151], [-2.653, -2.167, 1.098]]
}

***

Entry 2:
{
  "formula": "C10H21N3O",
  "method": "ωB97M-V/def2-TZVPD",
  "relative_energy_ev": 5.008,
  "multiplicity": 1,
  "symbols": ["C", "C", "C", "C", "C", "C", "C", "C", "C", "C", "H", "H", "H", "H", "H", "H", "H", "H", "H", "H", "H", "H", "H", "H", "H", "H", "H", "H", "H", "H", "H", "N", "N", "N", "O"],
  "positions_angstrom": [[-1.403, -2.901, -0.333], [0.071, -2.320, -0.504], [0.754, -0.836, -2.546], [-0.190, -1.142, -3.571], [-0.563, 0.137, -0.590], [-1.518, 1.327, 1.290], [-0.657, 2.654, 1.535], [1.642, 2.308, 0.954], [0.896, 1.011, 2.607], [0.422, -0.210, 1.748], [-1.078, -4.110, -0.195], [-1.929, -2.691, 0.664], [-2.125, -2.607, -1.184], [0.913, -2.932, -1.135], [0.551, -2.274, 0.429], [1.702, -1.415, -2.567], [1.016, 0.284, -2.752], [-0.956, -0.241, -3.826], [0.607, -1.416, -4.638], [-0.716, -2.188, -3.442], [-2.357, 1.592, 0.565], [-1.763, 0.864, 2.229], [-0.519, 3.306, 0.695], [-1.054, 3.403, 2.319], [1.500, 1.651, 0.109], [2.585, 2.478, 1.562], [1.530, 3.349, 0.355], [0.189, 1.173, 3.483], [1.997, 0.899, 2.904], [1.291, -0.522, 1.190], [0.186, -1.099, 2.272], [0.178, -0.975, -1.159], [-0.588, 0.245, 0.797], [0.675, 2.241, 1.971], [-1.289, 0.955, -1.235]]
}

***

Entry 3:
{
  "formula": "C10H21N5O7P2SSr",
  "method": "ωB97M-V/def2-TZVPD",
  "relative_energy_ev": 6.478,
  "multiplicity": 1,
  "symbols": ["Sr", "C", "C", "N", "C", "C", "S", "C", "C", "N", "H", "H", "H", "H", "H", "H", "H", "H", "H", "H", "H", "H", "H", "H", "C", "C", "O", "P", "O", "O", "O", "P", "O", "O", "O", "H", "H", "H", "H", "H", "H", "H", "N", "C", "N", "C", "N"],
  "positions_angstrom": [[-0.288, 0.956, 0.249], [1.399, -0.979, -2.262], [0.535, -2.105, -1.669], [-0.421, -1.601, -0.687], [-1.733, -2.244, -0.683], [-2.490, -2.092, -2.011], [-2.471, -0.472, -2.826], [-1.135, -0.605, -4.043], [0.030, 0.359, -3.820], [0.663, 0.262, -2.506], [2.203, -0.745, -1.561], [1.867, -1.359, -3.181], [-0.018, -2.594, -2.468], [1.196, -2.866, -1.243], [-0.017, -1.708, 0.240], [-1.660, -3.321, -0.476], [-2.318, -1.790, 0.118], [-2.173, -2.842, -2.737], [-3.544, -2.288, -1.813], [-0.791, -1.638, -4.094], [-1.564, -0.372, -5.018], [0.759, 0.172, -4.623], [-0.332, 1.382, -3.932], [1.318, 1.032, -2.427], [2.947, 0.280, 3.967], [2.287, 1.254, 2.994], [2.640, 2.609, 3.262], [3.217, 1.002, 1.342], [1.485, 2.760, 0.236], [2.961, -0.594, 1.117], [2.048, 1.405, 0.113], [0.439, 1.052, 3.015], [0.151, 1.048, 4.577], [0.015, -0.239, 2.343], [-0.149, 2.295, 2.334], [4.035, 0.367, 3.913], [2.655, -0.746, 3.747], [2.633, 0.516, 4.984], [2.140, 2.941, 4.018], [0.960, 2.755, 1.118], [3.794, -1.066, 0.991], [-0.752, 0.800, 4.821], [-5.707, 2.354, 2.682], [-5.348, 2.047, 1.624], [-5.022, 1.682, 0.389], [-3.771, 1.558, 0.125], [-2.672, 1.381, -0.240]]
}

***

Entry 4:
{
  "formula": "C10H21NO2P",
  "method": "ωB97M-V/def2-TZVPD",
  "relative_energy_ev": 0.000,
  "multiplicity": 1,
  "charge": 1,
  "symbols": ["C", "P", "C", "C", "C", "O", "C", "C", "O", "H", "H", "H", "H", "H", "H", "H", "H", "H", "H", "H", "H", "H", "H", "C", "C", "C", "C", "N", "H", "H", "H", "H", "H", "H", "H"],
  "positions_angstrom": [[0.740, -1.453, 2.057], [-1.048, -1.224, 1.795], [-1.501, -1.318, 0.014], [-1.305, -2.810, -0.415], [-0.959, -2.956, -1.897], [0.149, -2.164, -2.349], [1.270, -2.280, -1.595], [2.121, -1.009, -1.562], [1.623, -3.283, -1.019], [1.320, -1.236, 1.159], [1.050, -0.791, 2.872], [0.963, -2.483, 2.351], [-1.519, -0.078, 2.417], [-1.718, -2.332, 2.360], [-0.859, -0.710, -0.616], [-2.558, -1.076, -0.124], [-0.554, -3.299, 0.222], [-2.237, -3.365, -0.252], [-1.825, -2.593, -2.466], [-0.863, -4.012, -2.174], [1.769, -0.293, -0.814], [3.167, -1.295, -1.457], [2.003, -0.527, -2.542], [0.997, 4.127, 1.240], [0.541, 3.903, -0.198], [-0.904, 3.396, -0.300], [-1.068, 2.078, 0.301], [-1.197, 1.039, 0.780], [0.994, 3.195, 1.811], [2.012, 4.521, 1.257], [0.349, 4.842, 1.749], [1.219, 3.202, -0.690], [0.612, 4.845, -0.742], [-1.195, 3.339, -1.351], [-1.586, 4.101, 0.179]]
}

***

Entry 5:
{
  "formula": "C10H22Cl3N2OS",
  "method": "ωB97M-V/def2-TZVPD",
  "relative_energy_ev": 0.665,
  "multiplicity": 1,
  "charge": 1,
  "symbols": ["C", "C", "O", "N", "C", "C", "C", "C", "S", "C", "C", "C", "N", "H", "H", "H", "H", "H", "H", "H", "H", "H", "H", "H", "H", "H", "H", "H", "H", "H", "H", "H", "H", "H", "C", "Cl", "Cl", "Cl", "H"],
  "positions_angstrom": [[-4.748, -3.791, 0.206], [-4.401, -2.335, -0.029], [-4.412, -1.892, -1.104], [-4.032, -1.533, 1.076], [-2.585, -1.322, 1.138], [-2.132, -0.031, 0.422], [-1.049, 0.678, 1.254], [0.181, -0.196, 1.280], [1.580, 0.634, 2.108], [3.046, 0.115, 1.181], [3.295, 0.996, -0.024], [2.227, 0.916, -1.097], [1.940, -0.470, -1.503], [-5.648, -4.006, -0.351], [-3.971, -4.437, -0.180], [-4.976, -3.977, 1.250], [-4.351, -1.925, 1.952], [-2.303, -1.242, 2.182], [-2.013, -2.155, 0.728], [-2.975, 0.618, 0.250], [-1.664, -0.287, -0.526], [-1.461, 0.815, 2.251], [-0.838, 1.667, 0.868], [0.455, -0.457, 0.262], [0.032, -1.129, 1.804], [1.677, 0.000, 3.295], [2.934, -0.931, 0.934], [3.888, 0.181, 1.857], [3.402, 2.024, 0.295], [4.244, 0.687, -0.450], [1.315, 1.419, -0.785], [2.612, 1.462, -1.950], [1.158, -0.419, -2.148], [2.717, -0.821, -2.054], [3.442, 4.348, -2.978], [4.832, 4.048, -1.931], [3.125, 2.947, -4.004], [2.016, 4.750, -2.018], [3.672, 5.191, -3.616]]
}

***

Entry 6:
{
  "formula": "C10H22Cl3N3O3",
  "method": "ωB97M-V/def2-TZVPD",
  "relative_energy_ev": 0.887,
  "multiplicity": 1,
  "smiles": "ClC(Cl)Cl.CN(C)C=O.CN(C)C=O.CN(C)C=O",
  "symbols": ["C", "O", "N", "C", "C", "H", "H", "H", "H", "H", "H", "H", "C", "O", "N", "C", "C", "H", "H", "H", "H", "H", "H", "H", "C", "O", "N", "C", "C", "H", "H", "H", "H", "H", "H", "H", "C", "Cl", "Cl", "Cl", "H"],
  "positions_angstrom": [[0.127, 3.066, 3.771], [0.218, 4.254, 3.951], [-0.194, 2.066, 4.669], [-0.323, 0.648, 4.267], [-0.517, 2.453, 5.990], [0.298, 2.540, 2.816], [-0.299, 0.557, 3.169], [-1.372, 0.411, 4.567], [0.288, -0.102, 4.740], [-0.479, 3.544, 6.138], [-1.539, 2.131, 6.252], [0.180, 1.989, 6.706], [-0.141, 2.486, -0.216], [0.438, 1.449, 0.034], [0.063, 3.261, -1.325], [-0.647, 4.469, -1.611], [0.920, 2.798, -2.346], [-0.824, 2.993, 0.518], [-1.262, 4.652, -0.763], [-1.190, 4.290, -2.543], [0.022, 5.313, -1.615], [1.553, 2.011, -1.941], [0.371, 2.361, -3.183], [1.624, 3.580, -2.647], [0.589, -4.459, -2.141], [0.291, -5.501, -1.557], [0.266, -4.206, -3.433], [0.583, -2.990, -4.111], [-0.782, -4.992, -4.081], [1.153, -3.531, -1.747], [-0.330, -2.382, -4.201], [0.940, -3.232, -5.110], [1.308, -2.418, -3.533], [-1.071, -5.831, -3.471], [-1.728, -4.379, -4.129], [-0.558, -5.291, -5.151], [0.445, -2.903, 0.660], [-0.358, -3.017, 2.166], [1.977, -2.145, 0.783], [-0.601, -2.062, -0.579], [0.559, -3.879, 0.236]]
}

***

For the records above, the corresponding E_HOMO values read -13.43; -8.11; -7.79; -13.40; -12.06; -9.18 eV.
For the records above, the corresponding max |F| values read 0.0999; 0.1265; 0.0692; 0.0443; 0.0787; 0.0512 Eh/bohr.
For the records above, the corresponding LUMO energy values read -2.46; 0.79; -0.41; -2.39; -3.14; 0.48 eV.